Version i
One molecule with the formula ClH4N2OP, computed with ωB97M-V with the def2-TZVPD basis set.

Geometry as XYZ:
```
9
Properties=species:S:1:pos:R:3:lowdin_charge:R:1
N -1.15 0.77 0.36 -0.1832
N 1.02 -0.43 0.57 -0.7078
P 0.30 0.43 -0.78 0.6843
H 1.16 0.16 1.38 0.0081
H -0.94 1.60 0.90 -0.0004
H -0.68 -1.47 -0.90 0.0597
O -0.31 -0.84 -1.54 -0.3325
H -1.92 1.02 -0.25 0.0053
Cl 2.53 -1.24 0.25 0.4666
```

The calculation puts the orbital gap at 9.86 eV. Its structure (SMILES) is NP(O)NCl. As for the total charge: 0.

=====

Version ii
A 2-piece molecular cluster, ClH4N2OP overall, computed with ωB97M-V with the def2-TZVPD basis set.

Geometry as XYZ:
```
9
Properties=species:S:1:pos:R:3:lowdin_charge:R:1
Cl 1.29 -3.75 0.71 0.4920
N 2.35 -2.75 -0.22 -0.7409
N -0.96 1.34 0.24 0.0007
H -1.38 0.66 -0.39 -0.0006
H -0.82 0.88 1.13 -0.0015
P 2.70 -1.13 0.03 0.7067
H 2.77 -3.25 -0.99 0.0319
O 3.63 -0.80 -1.05 -0.4901
H -1.64 2.08 0.38 0.0017
```

The calculation puts the orbital gap at 10.25 eV. Its structure (SMILES) is O=PNCl.N. As for the total charge: 0.

=====

If we sort the structures by their calculated energies, the order from most to least stable is version i, version ii.